C5H10O2 | ωB97M-V/def2-TZVPD

For the maximum force, the calculation gives 0.39 eV/A. As for the orbital gap: 10.773 eV. As for the SMILES: CO[C@H]1C[C@H]1CO. The value obtained for the energy above the lowest of the compared OMol25 structures with the same formula, charge and spin is 2.494 eV.

```
! RIJCOSX wB97M-V def2-TZVPD def2/J DEFGRID3
* xyz 0 1
C 2.29461 0.60506 -0.00083
O 1.00156 0.36896 -0.51974
C 0.38087 -0.71596 0.10422
C -0.34828 -0.43978 1.38570
C -1.11220 -0.71641 0.11231
C -1.84971 0.39832 -0.59341
O -1.73632 0.30186 -1.99732
H 3.03073 -0.06802 -0.46000
H 2.31271 0.46027 1.08619
H 2.56503 1.63997 -0.21868
H 0.89937 -1.66865 -0.01828
H -0.35166 -1.16590 2.19213
H -0.31330 0.60073 1.70305
H -1.57541 -1.69607 0.01644
H -2.91905 0.33596 -0.36804
H -1.48558 1.36907 -0.22893
H -0.79335 0.39061 -2.19481
*
```

These are the natural (NBO) partial charges, in e, on atoms 1 to 6:
1. C -0.25
2. O -0.54
3. C 0.08
4. C -0.45
5. C -0.27
6. C -0.06